1.
Entry from the OMol25 dataset: a molecular structure, C4H2BaLiO2 at a distorted geometry (ωB97M-V/def2-TZVPD).

Positions of all 10 atoms, in Å:
H: -1.9218 1.4165 0.4874
C: -1.6111 -0.2506 0.0631
C: -0.5343 -0.9807 0.3602
C: 0.7956 -0.4970 0.1376
C: 1.9534 -0.1793 -0.0729
O: 3.1828 0.0584 -0.2634
O: -2.7951 -0.2469 -0.2756
Li: -3.9648 1.2451 -0.1635
Ba: 5.6117 1.4592 -0.9132
H: -0.7164 -2.0247 0.6404

Output
Gap between HOMO and LUMO (spin up / spin down) in eV: 2.5 / 2.5
Net charge: +1
HOMO level (spin up / spin down) in hartree: -0.294 / -0.294
LUMO energy (spin up / spin down) in eV: -5.5018 / -5.5008
Energy relative to the best compared isomer or geometry (same formula, charge and spin) in kJ/mol: 408.5

***

2.
Entry from the OMol25 dataset: a molecular structure, C26H19FN5OS3Ti (ωB97M-V/def2-TZVPD).

Positions of all 56 atoms, in Å:
Ti: -0.1957 -1.2061 -0.8327
O: 0.5382 -4.6608 1.2133
C: 0.4080 -3.5116 0.8616
N: -0.1083 -3.1015 -0.3390
C: -0.5727 -4.1729 -1.1999
C: -0.9366 -3.5746 -2.5193
C: -1.3241 -4.3150 -3.6264
C: -1.6691 -3.6472 -4.7837
C: -1.6178 -2.2562 -4.8216
C: -1.2082 -1.5847 -3.6970
N: -0.8715 -2.2379 -2.5677
C: 0.8060 -2.3511 1.7169
C: 1.3956 -2.4986 2.9526
C: 1.6910 -1.3507 3.6694
C: 1.3842 -0.1074 3.1288
C: 0.8151 -0.0455 1.8723
N: 0.5430 -1.1576 1.1780
H: -1.4516 -4.6631 -0.7657
H: 0.1874 -4.9494 -1.3125
H: -1.3508 -5.3942 -3.5658
H: -1.9755 -4.2015 -5.6608
H: -1.8832 -1.7031 -5.7104
H: -1.1366 -0.5048 -3.6703
H: 1.5949 -3.4934 3.3247
H: 2.1446 -1.4178 4.6492
H: 1.5776 0.8057 3.6735
H: 0.5489 0.9000 1.4201
F: -5.7687 0.3475 1.1669
C: -4.5491 0.0961 0.6870
C: -4.3057 -1.1272 0.0936
C: -3.0353 -1.3757 -0.4013
C: -2.0116 -0.4160 -0.3269
C: -2.3139 0.8055 0.2949
C: -3.5724 1.0706 0.8015
H: -5.0990 -1.8593 0.0277
H: -2.8661 -2.3447 -0.8578
H: -1.5712 1.5865 0.3902
H: -3.8100 2.0154 1.2714
S: -0.6945 4.3979 -0.3161
C: 0.3772 3.2113 -0.6742
S: 0.0427 1.8940 -1.7922
C: 1.5235 1.1199 -1.3110
N: 2.2357 1.8005 -0.4912
N: 1.6352 2.9914 -0.1945
C: 2.3344 3.8561 0.7140
C: 2.3512 5.2244 0.4994
C: 3.0452 6.0327 1.3854
C: 3.7206 5.4758 2.4619
C: 3.7152 4.1018 2.6505
C: 3.0196 3.2829 1.7744
S: 1.8074 -0.5215 -1.8311
H: 1.8275 5.6481 -0.3446
H: 3.0620 7.1022 1.2267
H: 4.2632 6.1119 3.1481
H: 4.2617 3.6656 3.4761
H: 3.0424 2.2073 1.8835

Output
Gap between HOMO and LUMO in eV: 6.5
Net charge: +1
HOMO level in hartree: -0.396
LUMO energy in eV: -4.2954

***

3.
Entry from the OMol25 dataset: a molecular structure, C21H30F5NOOsP2S at a distorted geometry (ωB97M-V/def2-TZVPD).

Positions of all 62 atoms, in Å:
Os: -1.3908 0.4150 0.3414
P: 3.9757 -0.6801 -1.5472
P: -3.4941 1.0900 0.5516
N: -1.3923 0.5492 -1.4144
H: 3.5904 -0.1290 -0.2904
C: 4.1458 -2.4553 -1.3657
H: 5.1346 -2.7655 -1.7248
H: 3.3636 -2.9570 -1.9480
H: 4.0503 -2.7338 -0.3089
C: 5.5139 0.0131 -2.1522
H: 5.4872 0.0156 -3.2510
H: 6.3577 -0.5958 -1.8057
H: 5.6317 1.0410 -1.7892
C: 2.6965 -0.2883 -2.7455
H: 3.1601 -0.0887 -3.7213
H: 2.1341 0.5999 -2.4356
H: 2.0000 -1.1272 -2.8417
C: -4.7650 -0.0675 1.1923
H: -5.7689 0.3519 1.0446
H: -4.5876 -0.2349 2.2609
H: -4.6898 -1.0220 0.6588
C: -3.5975 2.5097 1.6952
H: -4.3501 3.2205 1.3366
H: -2.6128 2.9911 1.7224
H: -3.8659 2.1555 2.6972
C: -4.2435 1.6982 -1.0087
H: -5.3035 1.9352 -0.8564
H: -4.1543 0.9207 -1.7769
H: -3.7064 2.5946 -1.3413
C: -1.3262 0.5703 -2.7351
C: -1.9091 -0.5019 -4.8544
C: -1.6745 -0.5996 -3.4975
C: -0.9856 1.7652 -3.4636
C: -1.2178 1.8374 -4.8217
C: -1.7041 0.7197 -5.5158
H: -2.2557 -1.3805 -5.3991
H: -1.7983 -1.5276 -2.9339
H: -0.5985 2.6026 -2.8751
H: -1.0164 2.7687 -5.3532
H: -1.9062 0.7924 -6.5838
C: 1.7920 0.3247 1.1779
O: 0.6865 0.6119 0.6412
C: 2.0742 -1.0429 1.7048
H: 1.5802 -1.1842 2.6826
H: 3.1571 -1.1324 1.8678
H: 1.7215 -1.8314 1.0248
C: 2.7174 1.4350 1.5487
H: 2.5783 1.7163 2.6025
H: 2.5278 2.2984 0.9077
H: 3.7522 1.1024 1.4429
F: 0.5048 -1.3460 7.0382
C: 0.0401 -1.3465 5.7743
C: -0.3110 -0.1460 5.1626
F: -0.1531 1.0194 5.8309
C: -0.8181 -0.1621 3.8682
F: -1.1327 1.0491 3.3045
C: -0.9623 -1.3556 3.1483
S: -1.5541 -1.4670 1.4515
C: -0.5948 -2.5551 3.7935
F: -0.7172 -3.7249 3.1194
C: -0.0931 -2.5556 5.0869
F: 0.2778 -3.7104 5.6777

Output
<S²>: 6.053
Gap between HOMO and LUMO (spin up / spin down) in eV: 4.0 / 6.0
HOMO level (spin up / spin down) in hartree: -0.150 / -0.227
LUMO energy (spin up / spin down) in eV: -0.0788 / -0.1562
Spin multiplicity: 5
Energy relative to the best compared isomer or geometry (same formula, charge and spin) in kJ/mol: 27.3

***

4.
Entry from the OMol25 dataset: 2 unconnected molecules or ions with the total composition C35H31N2O2 at a distorted geometry (ωB97M-V/def2-TZVPD).

Positions of all 70 atoms, in Å:
C: -5.3763 1.4230 -3.6121
N: -4.7880 0.7281 -2.4618
C: -5.6620 0.5315 -1.3055
C: -3.3731 0.5982 -2.3207
C: -2.5462 1.7261 -2.2366
C: -1.1977 1.5860 -2.1598
N: -0.6023 0.3463 -2.1847
C: 0.7923 0.1756 -2.2199
C: 1.7209 1.2036 -2.0731
C: 3.1809 0.9264 -2.1493
C: 4.0636 1.9734 -1.9114
C: 5.4263 1.7866 -1.9798
C: 5.9368 0.5438 -2.2984
C: 5.0757 -0.5122 -2.5245
C: 3.7114 -0.3230 -2.4608
O: 1.3624 2.3823 -1.8655
C: -1.4071 -0.7729 -2.2259
C: -2.7630 -0.6638 -2.2614
H: -4.6491 1.4874 -4.4203
H: -6.2405 0.8705 -3.9765
H: -5.6865 2.4312 -3.3435
H: -5.0939 0.0591 -0.5054
H: -6.0320 1.4931 -0.9509
H: -6.5009 -0.1080 -1.5735
H: -3.0036 2.6979 -2.2212
H: -0.5628 2.4508 -2.0979
H: 1.1434 -0.8238 -2.3922
H: 3.6478 2.9360 -1.6675
H: 6.0914 2.6135 -1.7892
H: 7.0045 0.3992 -2.3625
H: 5.4740 -1.4890 -2.7477
H: 3.0583 -1.1505 -2.6680
H: -0.9368 -1.7415 -2.2322
H: -3.3822 -1.5423 -2.2819
C: -2.3334 -5.7621 2.2628
O: -2.7374 -4.6647 1.4758
C: -1.8515 -3.6095 1.4790
C: -2.2702 -2.3910 0.9052
C: -1.4817 -1.2784 0.9475
C: -0.2106 -1.3141 1.5581
C: 0.5745 -0.1198 1.7614
C: 2.0041 -0.0768 1.9538
C: 2.3685 1.2104 2.4013
C: 3.6918 1.5045 2.7128
C: 4.6455 0.5188 2.5755
C: 4.3003 -0.7457 2.1014
C: 2.9986 -1.0498 1.7816
C: 1.1625 2.0054 2.4880
C: 0.0743 1.1984 2.0834
C: -1.2278 1.7112 2.1947
C: -1.4116 2.9903 2.6673
C: -0.3287 3.7789 3.0520
C: 0.9594 3.2950 2.9699
C: 0.2394 -2.5571 2.0577
C: -0.5543 -3.6636 2.0278
H: -3.1366 -6.4994 2.2931
H: -1.4467 -6.2249 1.8323
H: -2.1213 -5.4296 3.2792
H: -3.2421 -2.3569 0.4490
H: -1.8062 -0.3648 0.4804
H: 3.9524 2.4907 3.0520
H: 5.6703 0.7286 2.8343
H: 5.0671 -1.4911 1.9657
H: 2.7466 -2.0103 1.3698
H: -2.0750 1.0925 1.9647
H: -2.4112 3.3848 2.7589
H: -0.5015 4.7673 3.4458
H: 1.7971 3.8817 3.3036
H: 1.1941 -2.6083 2.5523
H: -0.1845 -4.5835 2.4435

Output
Gap between HOMO and LUMO in eV: 3.7
Net charge: +1
HOMO level in hartree: -0.341
LUMO energy in eV: -5.5428
Energy relative to the best compared isomer or geometry (same formula, charge and spin) in kJ/mol: 55.7

***

5.
Entry from the OMol25 dataset: 2 unconnected molecules or ions with the total composition C19H28O6 at a distorted geometry (ωB97M-V/def2-TZVPD).

Positions of all 53 atoms, in Å:
C: -4.1306 -0.9051 -4.6181
C: -3.4126 -0.0806 -5.6547
C: -1.7558 -0.0669 -5.7978
O: -1.2352 -0.9338 -6.6711
O: -1.0084 0.8522 -4.9254
C: 0.3966 0.9982 -5.3363
C: 1.2229 1.8382 -4.1920
C: 2.3270 0.9603 -3.3540
C: 1.7099 -0.3956 -2.6328
C: 2.8502 -0.8665 -1.5196
C: 2.4877 -2.2665 -0.7474
C: 1.2633 -2.1423 0.3548
C: 0.5364 -0.8575 0.5517
C: -0.7041 -0.8621 1.6423
O: -1.6700 0.0554 1.4439
C: -0.8062 -1.9529 2.8836
O: -1.6405 -1.5677 4.0319
C: -0.8514 -0.6072 4.8299
C: -1.6043 0.8129 5.1435
C: -1.3939 1.9847 4.0191
C: 0.1207 2.1035 3.4048
C: -0.0805 -3.2391 2.7007
C: 0.7912 -3.4469 1.2886
O: 1.1905 -4.6517 0.8354
H: -5.2141 -0.5587 -4.2860
H: -3.6137 -1.8877 -4.1802
H: -4.0851 0.5383 -6.4118
H: 0.9496 -0.0030 -5.5839
H: 0.3876 1.6560 -6.3325
H: 1.8345 2.6767 -4.7727
H: 0.4585 2.4366 -3.5021
H: 2.7500 1.6380 -2.4886
H: 3.2055 0.7002 -4.1046
H: 1.5712 -1.2379 -3.4667
H: 0.6560 -0.1830 -2.1616
H: 2.9988 0.0133 -0.7491
H: 3.8472 -1.0642 -2.1434
H: 3.4350 -2.8117 -0.2858
H: 2.0826 -3.0129 -1.5864
H: 0.7511 0.1573 0.0063
H: -0.6813 -1.1331 5.8881
H: 0.2102 -0.5184 4.3463
H: -1.2811 1.2190 6.1927
H: -2.7738 0.5730 5.1561
H: -2.2345 1.9269 3.1739
H: -1.6074 3.0193 4.5755
H: 0.4386 3.2494 3.4680
H: 0.0897 1.8600 2.2400
H: 0.9412 1.5044 3.9866
H: -0.1213 -4.0738 3.5383
O: -0.0104 2.5803 7.0142
H: -0.3456 2.8138 7.8929
H: 0.7580 3.1587 6.8955

Output
SMILES string: C=CC(=O)OCCCCCCC1=CC(=O)C(OCCCC)=CC1=O.O
Gap between HOMO and LUMO in eV: 7.8
HOMO level in hartree: -0.342
LUMO energy in eV: -1.4975

***

6.
Entry from the OMol25 dataset: a molecular structure, C13H23ClIOOsP2 at a distorted geometry (ωB97M-V/def2-TZVPD).

Positions of all 42 atoms, in Å:
C: -1.1001 1.8035 0.4622
I: -0.3599 -1.6758 -2.6663
H: -0.4117 2.6596 0.5470
H: -1.1766 1.3631 1.4704
H: -2.0907 2.1835 0.1748
Os: -0.2210 0.3999 -0.7641
P: -1.2534 1.5744 -2.5938
C: -2.9282 1.0398 -3.0680
C: -1.4025 3.3666 -2.2904
H: 0.7271 1.7318 -3.9736
H: -0.7286 2.2824 -4.8515
H: -0.4108 0.5321 -4.6236
C: -0.3275 1.5227 -4.1676
H: -0.4322 3.7713 -1.9827
H: -1.7260 3.8624 -3.2129
H: -3.3143 1.6984 -3.8580
H: -3.5919 1.0905 -2.1994
H: -2.1332 3.5573 -1.4998
H: -2.9026 0.0069 -3.4304
C: -1.7910 -0.5090 -0.2880
O: -2.8037 -1.0252 -0.0115
Cl: 1.6172 1.7767 -1.4362
C: 1.8721 0.8380 1.8183
P: 1.2322 -0.5350 0.8056
C: 2.6319 -1.2382 -0.1423
C: 0.9509 -1.8318 2.0811
C: 2.0737 -2.3710 2.7395
C: 1.9033 -3.2372 3.8148
C: 0.6165 -3.5771 4.2516
C: -0.4934 -3.0440 3.5956
C: -0.3327 -2.1764 2.5085
H: 2.1258 1.6816 1.1644
H: 2.7575 0.4965 2.3634
H: 1.0978 1.1518 2.5300
H: 3.4874 -1.4322 0.5162
H: 2.2980 -2.1755 -0.6130
H: 2.9040 -0.5201 -0.9253
H: 3.0742 -2.0803 2.4207
H: 2.7838 -3.6426 4.3088
H: 0.4927 -4.2693 5.0918
H: -1.5001 -3.3004 3.9263
H: -1.2141 -1.7495 2.0074

Output
<S²>: 6.035
Gap between HOMO and LUMO (spin up / spin down) in eV: 9.5 / 5.3
Net charge: +3
HOMO level (spin up / spin down) in hartree: -0.716 / -0.717
LUMO energy (spin up / spin down) in eV: -10.0114 / -14.2276
Spin multiplicity: 5
Energy relative to the best compared isomer or geometry (same formula, charge and spin) in kJ/mol: 0.0

***

Number 1: DFT total energy -336.6740 hartree. Number 2: DFT total energy -3494.9728 hartree. Number 3: DFT total energy -2618.8487 hartree. Number 4: DFT total energy -1612.0067 hartree. Number 5: DFT total energy -1191.6895 hartree. Number 6: DFT total energy -2114.5367 hartree.